Record 1
Formula: C21H65N13O12
Source: the Open Molecules 2025 dataset
Level of theory: ωB97M-V with the def2-TZVPD basis set

The highest occupied orbital energy is -8.8 eV. The LUMO energy is 0.0121 Eh. Its SMILES is COC[C@H](C)N.COC[C@H](C)N.COC[C@H](C)N.NC(N)=O.NC(N)=O.NC(N)=O.NC(N)=O.NC(N)=O.OCCO.OCCO.

The geometry in XYZ format:
```
111
C21H65N13O12, DFT ωB97M-V with the def2-TZVPD basis set
C -3.49 4.85 2.13
C -2.44 4.88 1.01
C -1.32 5.92 1.19
O -0.65 5.75 2.45
C 0.36 6.78 2.58
N -1.79 3.58 0.85
H -2.99 4.89 3.08
H -4.08 3.92 2.14
H -4.16 5.67 2.02
H -2.99 5.17 0.10
H -1.73 6.95 1.17
H -0.59 5.82 0.35
H 0.01 7.78 2.72
H 1.06 6.74 1.77
H 0.88 6.49 3.49
H -1.45 3.49 -0.08
H -1.02 3.45 1.52
C 3.03 -1.17 -1.68
C 2.90 -2.68 -1.87
C 3.60 -3.22 -3.12
O 3.42 -2.54 -4.36
C 4.58 -2.55 -5.24
N 3.47 -3.36 -0.72
H 2.70 -0.62 -2.55
H 4.10 -0.95 -1.60
H 2.53 -0.85 -0.73
H 1.85 -2.88 -1.93
H 3.28 -4.27 -3.23
H 4.66 -3.29 -2.88
H 4.38 -1.96 -6.14
H 4.80 -3.57 -5.59
H 5.40 -2.16 -4.68
H 2.73 -3.83 -0.18
H 3.81 -2.69 -0.02
C -0.09 -5.75 2.97
C 0.55 -4.43 3.47
C -0.31 -3.80 4.59
O -1.65 -3.55 4.10
C -1.70 -2.42 3.31
N 1.93 -4.63 3.86
H 0.40 -5.99 2.04
H -1.19 -5.77 2.74
H 0.13 -6.61 3.57
H 0.60 -3.69 2.74
H 0.18 -2.88 4.84
H -0.33 -4.30 5.53
H -1.62 -1.55 3.95
H -2.64 -2.41 2.74
H -0.90 -2.38 2.54
H 2.55 -4.50 3.12
H 2.13 -5.47 4.42
C 2.37 3.19 1.44
O 3.05 2.21 1.10
N 2.70 4.48 1.04
N 1.22 3.09 2.18
H 3.57 4.22 0.54
H 1.98 4.61 0.33
H 0.84 3.97 2.51
H 1.26 2.32 2.82
C 0.06 -3.93 -0.21
O 0.98 -4.66 0.05
N 0.13 -2.60 -0.02
N -1.07 -4.37 -0.85
H -0.72 -2.09 0.31
H 0.95 -2.46 0.57
H -1.03 -5.33 -1.13
H -1.71 -3.67 -1.15
C -1.05 -1.93 -4.07
O -1.95 -1.17 -4.32
N -0.18 -1.65 -3.10
N -0.71 -2.97 -4.91
H 0.38 -2.40 -2.68
H -0.67 -1.09 -2.41
H 0.33 -3.08 -4.94
H -0.99 -2.76 -5.85
C 0.20 3.51 -2.26
O 0.93 4.44 -1.88
N 0.27 2.24 -1.87
N -0.79 3.77 -3.09
H -0.59 1.66 -1.97
H 0.69 2.00 -0.98
H -1.57 3.15 -3.18
H -0.84 4.72 -3.45
C 2.47 -1.30 3.04
O 1.84 -1.90 2.17
N 2.82 -0.01 2.85
N 2.90 -1.87 4.19
H 2.72 0.47 1.96
H 3.39 0.49 3.53
H 2.45 -2.77 4.37
H 3.29 -1.26 4.89
C -3.75 1.33 -2.86
C -4.54 2.35 -3.65
O -4.98 1.93 -4.92
O -2.33 1.30 -3.19
H -4.26 0.34 -2.98
H -3.88 1.73 -1.86
H -3.96 3.24 -3.77
H -5.48 2.60 -3.09
H -4.24 1.92 -5.57
H -2.10 0.43 -3.63
C -1.54 0.22 0.72
C -2.90 0.18 1.40
O -3.71 1.16 0.71
O -1.56 -0.18 -0.66
H -0.81 -0.37 1.19
H -1.25 1.28 0.83
H -2.76 0.36 2.50
H -3.40 -0.76 1.19
H -3.17 1.96 0.67
H -2.21 0.36 -1.12
```


Record 2
Formula: C21H66O21
Source: the Open Molecules 2025 dataset
Level of theory: ωB97M-V with the def2-TZVPD basis set

The highest occupied orbital energy is -9.7 eV. The LUMO energy is 0.0081 Eh. Its SMILES is OCCO.OCCO.OCCO.OCCO.OCCO.OCCO.OCCO.OCCO.OCCO.CO.CO.CO.

The geometry in XYZ format:
```
108
C21H66O21, DFT ωB97M-V with the def2-TZVPD basis set
C 3.24 -2.13 1.07
O 4.42 -1.89 1.85
H 3.18 -1.49 0.19
H 3.21 -3.20 0.87
H 2.46 -1.98 1.81
H 4.60 -0.94 1.93
C 4.88 1.59 1.78
O 3.61 1.30 2.35
H 4.80 2.30 0.96
H 5.58 1.93 2.54
H 5.24 0.63 1.37
H 2.99 1.59 1.67
C 0.35 0.09 -4.16
O -0.69 -0.85 -4.53
H 0.18 1.07 -4.59
H 0.40 0.16 -3.07
H 1.35 -0.33 -4.33
H -1.18 -0.40 -5.22
C 0.70 -3.10 4.56
C 1.00 -3.03 6.07
O 1.51 -4.22 6.59
O 1.92 -3.28 3.86
H 0.14 -2.25 4.16
H 0.03 -3.95 4.39
H 0.11 -2.63 6.56
H 1.73 -2.22 6.21
H 2.38 -4.36 6.20
H 2.36 -2.42 3.79
C -4.07 -2.46 -2.91
C -4.37 -1.68 -1.65
O -3.22 -1.50 -0.85
O -3.46 -3.69 -2.49
H -3.36 -1.99 -3.59
H -5.01 -2.65 -3.44
H -5.19 -2.23 -1.16
H -4.86 -0.73 -1.88
H -2.42 -1.68 -1.39
H -3.45 -4.29 -3.24
C -0.78 0.86 0.54
C 0.46 0.11 1.03
O 1.61 0.62 0.37
O -0.86 0.74 -0.86
H -0.69 1.91 0.80
H -1.62 0.41 1.07
H 0.39 -0.98 0.94
H 0.58 0.23 2.11
H 1.65 0.16 -0.47
H -1.15 -0.14 -1.16
C 3.72 -0.60 -2.44
C 3.26 -1.85 -3.19
O 4.04 -1.94 -4.38
O 2.66 -0.11 -1.63
H 4.17 0.11 -3.14
H 4.52 -0.87 -1.74
H 2.21 -1.77 -3.49
H 3.42 -2.71 -2.54
H 4.33 -2.85 -4.50
H 2.79 0.81 -1.37
C -3.86 -3.46 2.81
C -4.39 -2.10 2.52
O -3.39 -1.22 2.01
O -4.95 -4.35 3.06
H -3.18 -3.49 3.67
H -3.27 -3.86 1.97
H -4.70 -1.59 3.43
H -5.24 -2.13 1.84
H -3.29 -1.28 1.05
H -4.72 -4.97 3.75
C -3.67 2.68 -3.06
C -2.97 3.38 -1.86
O -1.56 3.25 -1.77
O -2.87 2.80 -4.21
H -4.62 3.19 -3.22
H -3.84 1.67 -2.69
H -3.35 3.06 -0.88
H -3.11 4.46 -1.98
H -1.28 2.34 -1.51
H -2.34 3.60 -4.18
C -0.13 -3.06 -1.55
C -0.67 -3.60 -0.22
O -1.62 -4.62 -0.45
O -0.83 -1.86 -1.95
H -0.28 -3.87 -2.26
H 0.94 -2.83 -1.61
H -1.02 -2.74 0.36
H 0.12 -4.06 0.37
H -2.39 -4.19 -0.88
H -0.66 -1.78 -2.91
C 1.39 4.76 -0.36
C 1.72 3.41 -1.01
O 3.09 3.06 -0.78
O 2.14 5.89 -0.81
H 1.60 4.65 0.71
H 0.35 5.07 -0.40
H 1.55 3.54 -2.09
H 1.05 2.67 -0.58
H 3.63 3.79 -1.11
H 3.07 5.68 -0.68
C 0.65 4.64 2.37
C -0.19 5.20 1.23
O -1.23 6.00 1.78
O 1.64 5.59 2.76
H 1.14 3.71 2.07
H 0.06 4.49 3.27
H -0.67 4.46 0.58
H 0.49 5.77 0.58
H -1.37 6.78 1.23
H 1.23 6.22 3.36
```


Record 3
Formula: C21H66O21
Source: the Open Molecules 2025 dataset
Level of theory: ωB97M-V with the def2-TZVPD basis set

The highest occupied orbital energy is -9.5 eV. The LUMO energy is -0.0403 Eh. Its SMILES is OCCO.OCCO.OCCO.OCCO.OCCO.OCCO.OCCO.OCCO.OCCO.CO.CO.CO.

The geometry in XYZ format:
```
108
C21H66O21, DFT ωB97M-V with the def2-TZVPD basis set
C -3.37 -2.68 -2.71
O -3.71 -3.39 -3.90
H -2.30 -2.48 -2.61
H -3.88 -1.72 -2.66
H -3.66 -3.33 -1.87
H -2.98 -3.98 -4.11
C -3.38 2.59 2.45
O -3.37 2.60 3.87
H -2.46 2.96 1.99
H -3.50 1.57 2.09
H -4.15 3.27 2.07
H -3.99 1.93 4.15
C -2.89 3.93 -2.35
O -1.60 3.32 -2.25
H -3.56 3.34 -2.97
H -3.34 3.96 -1.35
H -2.84 4.98 -2.65
H -1.09 3.80 -1.60
C -0.16 -0.29 -0.26
C -1.08 0.80 0.24
O -2.21 1.04 -0.59
O 0.59 0.08 -1.40
H -0.66 -1.23 -0.47
H 0.51 -0.50 0.59
H -0.46 1.69 0.38
H -1.46 0.54 1.24
H -1.86 1.53 -1.36
H 1.39 0.55 -1.12
C 4.46 1.24 -0.82
C 5.06 2.57 -1.25
O 4.93 3.62 -0.28
O 3.09 1.27 -0.40
H 5.10 0.80 -0.06
H 4.50 0.59 -1.69
H 4.58 2.96 -2.16
H 6.11 2.37 -1.46
H 4.01 3.85 -0.20
H 2.88 2.16 -0.09
C 0.26 -5.93 0.19
C 0.29 -4.85 1.23
O 0.10 -3.53 0.77
O 1.43 -5.89 -0.64
H -0.56 -5.74 -0.51
H 0.13 -6.92 0.63
H 1.25 -4.90 1.78
H -0.40 -5.08 2.05
H 0.72 -3.37 0.04
H 2.21 -6.01 -0.08
C 2.87 4.31 3.58
C 1.81 3.22 3.71
O 1.55 2.53 2.49
O 2.42 5.41 2.79
H 3.76 3.85 3.13
H 3.12 4.66 4.58
H 0.88 3.67 4.08
H 2.07 2.52 4.51
H 1.54 3.19 1.79
H 2.29 5.09 1.89
C 2.11 3.83 -4.11
C 1.66 2.39 -3.78
O 2.63 1.42 -4.16
O 2.82 3.97 -5.32
H 2.69 4.14 -3.24
H 1.22 4.47 -4.13
H 0.69 2.17 -4.23
H 1.57 2.26 -2.70
H 2.80 1.39 -5.10
H 2.29 3.49 -5.98
C -1.60 -1.99 4.07
C -2.50 -2.76 3.11
O -2.30 -2.33 1.79
O -0.28 -2.44 3.86
H -1.93 -2.12 5.11
H -1.63 -0.91 3.86
H -3.55 -2.65 3.39
H -2.22 -3.81 3.24
H -1.40 -2.56 1.52
H 0.22 -1.68 3.52
C 0.67 -2.42 -4.09
C 2.11 -2.00 -4.39
O 2.72 -1.36 -3.28
O -0.10 -1.24 -3.89
H 0.70 -3.00 -3.17
H 0.27 -2.93 -4.96
H 2.19 -1.33 -5.25
H 2.77 -2.83 -4.67
H 2.40 -0.45 -3.24
H 0.21 -0.82 -3.08
C -5.50 -2.08 1.05
C -5.26 -0.59 1.01
O -4.94 -0.13 -0.31
O -6.87 -2.48 0.92
H -5.18 -2.54 1.98
H -4.91 -2.54 0.25
H -4.38 -0.41 1.63
H -6.07 -0.02 1.45
H -4.00 0.12 -0.27
H -7.15 -2.29 0.02
C 3.05 -1.44 2.60
C 2.34 -0.69 3.72
O 1.13 -0.10 3.28
O 3.80 -0.62 1.71
H 2.32 -1.95 1.96
H 3.72 -2.16 3.06
H 3.05 0.06 4.11
H 2.17 -1.32 4.59
H 1.27 0.77 2.88
H 3.20 -0.08 1.17
```


Record 4
Formula: C21H69N12O26P5
Source: the Open Molecules 2025 dataset
Level of theory: ωB97M-V with the def2-TZVPD basis set

The highest occupied orbital energy is -9.9 eV. The LUMO energy is 0.0118 Eh. Its SMILES is COP(=O)(OC)OC.COP(=O)(OC)OC.COP(=O)(OC)OC.COP(=O)(OC)OC.COP(=O)(OC)OC.NC(N)=O.NC(N)=O.NC(N)=O.NC(N)=O.NC(N)=O.NC(N)=O.

The geometry in XYZ format:
```
133
C21H69N12O26P5, DFT ωB97M-V with the def2-TZVPD basis set
C 2.81 1.76 -0.64
O 3.03 3.20 -0.77
P 4.44 3.88 -0.53
O 5.61 3.31 -1.15
O 4.61 3.78 1.03
C 3.58 4.19 2.02
O 4.04 5.35 -0.99
C 5.01 6.41 -1.26
H 3.70 1.24 -0.27
H 2.59 1.32 -1.62
H 2.03 1.64 0.12
H 3.68 5.24 2.19
H 3.95 3.74 2.91
H 2.57 3.89 1.77
H 5.73 6.38 -0.46
H 4.47 7.35 -1.08
H 5.46 6.36 -2.25
C -0.59 2.86 -5.78
O -1.47 1.67 -5.86
P -3.09 1.74 -5.89
O -3.56 2.78 -4.96
O -3.68 0.28 -5.69
C -3.31 -0.85 -6.42
O -3.45 2.02 -7.42
C -4.76 2.55 -7.79
H -0.44 3.25 -6.77
H 0.34 2.48 -5.32
H -1.07 3.58 -5.15
H -2.22 -0.85 -6.46
H -3.76 -0.90 -7.41
H -3.62 -1.70 -5.83
H -4.75 2.63 -8.89
H -4.85 3.56 -7.45
H -5.50 1.91 -7.36
C -3.66 5.99 1.04
O -2.59 5.33 1.78
P -1.06 5.71 1.60
O -0.69 6.89 2.39
O -0.89 5.83 0.03
C 0.25 6.15 -0.72
O -0.21 4.37 1.93
C -0.57 3.02 1.50
H -4.29 5.17 0.64
H -3.31 6.56 0.18
H -4.21 6.54 1.80
H 0.99 5.36 -0.70
H 0.66 7.04 -0.26
H -0.07 6.50 -1.70
H -0.74 3.11 0.42
H -1.43 2.56 2.01
H 0.31 2.42 1.72
C 2.52 -1.86 -0.02
O 1.63 -1.27 -1.02
P 0.10 -1.08 -0.63
O -0.17 -0.13 0.46
O -0.45 -0.60 -2.02
C -1.85 -0.11 -2.10
O -0.46 -2.49 -0.39
C -0.98 -2.92 0.90
H 3.48 -1.72 -0.50
H 2.20 -2.90 0.17
H 2.48 -1.29 0.91
H -2.55 -0.76 -1.59
H -2.02 -0.02 -3.16
H -1.87 0.93 -1.79
H -1.13 -2.08 1.62
H -0.25 -3.61 1.33
H -1.94 -3.39 0.70
C -6.11 -4.62 -4.27
O -5.74 -4.39 -2.84
P -4.73 -3.25 -2.52
O -3.99 -2.76 -3.67
O -5.74 -2.29 -1.76
C -5.60 -0.85 -1.86
O -3.89 -3.90 -1.39
C -2.86 -4.74 -1.84
H -6.01 -3.66 -4.79
H -7.15 -5.02 -4.22
H -5.41 -5.37 -4.56
H -4.71 -0.45 -1.36
H -6.49 -0.45 -1.33
H -5.53 -0.53 -2.91
H -2.29 -5.04 -0.99
H -2.21 -4.19 -2.55
H -3.32 -5.62 -2.28
C -3.86 1.33 0.97
O -3.46 2.11 0.04
N -5.21 1.27 1.35
N -3.06 0.36 1.64
H -5.48 0.48 1.92
H -5.87 1.87 0.85
H -3.26 -0.09 2.53
H -2.10 0.31 1.31
C 2.30 -0.04 3.25
O 3.04 0.14 2.24
N 1.00 -0.59 3.25
N 2.75 0.35 4.57
H 0.55 -0.45 4.14
H 0.44 -0.62 2.42
H 3.75 0.51 4.74
H 2.43 -0.22 5.34
C 3.81 -2.99 4.64
O 3.00 -3.42 5.46
N 3.72 -3.07 3.28
N 4.87 -2.17 4.99
H 2.94 -3.54 2.80
H 4.43 -2.57 2.77
H 5.05 -2.17 5.99
H 5.68 -2.07 4.39
C 6.98 -0.90 2.04
O 6.74 -1.76 2.93
N 8.21 -0.92 1.31
N 6.06 -0.05 1.40
H 8.41 -0.23 0.61
H 9.05 -1.27 1.75
H 5.07 -0.01 1.73
H 6.32 0.28 0.47
C -0.62 -4.03 5.90
O -1.79 -4.37 5.98
N 0.04 -3.43 4.74
N 0.34 -4.24 6.94
H -0.54 -2.94 4.08
H 1.02 -3.12 4.80
H 0.18 -4.64 7.84
H 1.23 -3.81 6.72
C 1.57 -5.90 1.78
O 1.57 -4.74 1.30
N 2.45 -6.95 1.25
N 0.58 -6.34 2.76
H 3.01 -6.72 0.47
H 2.68 -7.82 1.69
H 0.23 -5.71 3.53
H 0.82 -7.25 3.17
```


We obtain relative energy (zero: lowest compared OMol25 entry of this formula, charge and spin) values of 0.0 117.3 35.2 10.5 kcal per mole for the records listed above, in that order.
We obtain Kohn-Sham gap values of 9.099 9.959 8.398 10.183 eV for the records listed above, in that order.